(1)
The following is a quantum chemistry calculation of C15H33CsN3NbO as an isolated structure at a distorted geometry, from the Open Molecules 2025 dataset.

Each line ends with the Mulliken charge.
Geometry (Å):
1 N -1.939403 0.117623 0.594894  -0.5531
2 C -2.804862 -0.749264 0.617972  0.6634
3 O -3.709141 -1.503313 0.684416  -0.4130
4 Cs -1.483192 3.179979 1.906394  1.1959
5 Nb 0.074461 0.335118 0.506130  -0.0259
6 N 0.068870 2.145586 -0.402941  0.6799
7 N 0.611091 -1.210175 -0.604489  0.5488
8 C -0.505895 2.895602 -1.579566  0.4054
9 C 0.063236 -2.208706 -1.543122  0.8786
10 C -0.183538 4.387992 -1.402976  -1.3029
11 C 0.149489 2.398905 -2.876360  -1.1704
12 C -2.016523 2.655843 -1.623782  -1.1744
13 C -0.559883 -3.338311 -0.726072  -1.2909
14 C 1.168843 -2.769528 -2.439197  -1.7068
15 C -1.007156 -1.543432 -2.393904  -1.3039
16 H -0.487569 4.791068 -0.421272  0.2235
17 H -0.709159 4.969415 -2.173322  0.4259
18 H 0.893754 4.574103 -1.521380  0.3582
19 H 1.229420 2.600279 -2.885434  0.4240
20 H -0.302436 2.939096 -3.726001  0.4913
21 H -0.009200 1.321565 -3.029772  0.0744
22 H -2.281381 1.587626 -1.564130  0.1332
23 H -2.399410 3.040056 -2.585000  0.4547
24 H -2.574868 3.199250 -0.837014  0.2427
25 H 0.183346 -3.794872 -0.059751  0.3324
26 H -0.946566 -4.107521 -1.411766  0.4787
27 H -1.399609 -2.970295 -0.121533  0.1429
28 H 1.887734 -3.375686 -1.874422  0.4062
29 H 1.698410 -1.963501 -2.960898  0.3985
30 H 0.711355 -3.420649 -3.195034  0.4376
31 H -1.408013 -2.294522 -3.090376  0.5082
32 H -0.581265 -0.724001 -2.986350  0.1575
33 H -1.839335 -1.165450 -1.787438  0.1748
34 C 1.540657 2.300001 -0.171743  -0.6197
35 H 1.962782 1.379511 0.337514  0.1346
36 H 2.076239 2.420880 -1.130458  0.4142
37 H 1.766487 3.162926 0.485846  0.3851
38 C 1.957126 -1.484250 -0.016988  -1.1170
39 H 2.158792 -0.800393 0.837514  0.4314
40 H 2.015894 -2.519179 0.358798  0.4217
41 H 2.751364 -1.324667 -0.764876  0.3116
42 C 1.066885 -0.936464 4.723004  -1.6633
43 C 0.591190 -1.112358 3.270404  1.2079
44 C -0.656165 -1.989738 3.256278  -1.2870
45 C 0.381177 0.266638 2.619906  -0.8786
46 H 0.311307 -0.406429 5.313552  0.3665
47 H 1.995891 -0.364014 4.774583  0.4167
48 H 1.248167 -1.906623 5.198864  0.4174
49 H 1.389730 -1.662299 2.749006  -0.0786
50 H -1.528995 -1.469669 3.678959  0.3431
51 H -0.927324 -2.343228 2.251869  0.0921
52 H -0.484433 -2.893864 3.860214  0.4479
53 H -0.469610 0.782017 3.094320  0.6013
54 H 1.261240 0.901337 2.786930  0.3574

Atoms 1-6, force components in eV/Å:
N 1.49 -0.20 0.00
C -2.30 -1.20 0.48
O 2.37 1.66 -0.32
Cs -0.74 0.84 0.74
Nb -2.30 -1.78 -3.32
N 1.06 -1.48 0.90

Computed properties:
Charge: +2
Molar mass, g mol⁻¹: 497.3
Lowest unoccupied orbital energy, eV: -7.726
HOMO energy, eV: -15.710
Energy, eV: -24692.651

(2)
The following is a quantum chemistry calculation of C15H33GeLiN4S2Si3 as an isolated structure, from the Open Molecules 2025 dataset.

Each line ends with the Mulliken spin population.
Geometry (Å):
1 Li -0.039975 0.015623 0.098019  0.0906
2 N -0.535371 -3.467632 -0.709612  0.0000
3 C -1.574113 -2.625968 -0.499275  0.0013
4 N -1.433727 -1.342681 -0.283954  -0.0036
5 C -2.674531 -0.738111 -0.093191  -0.0023
6 C -3.732371 -1.570441 -0.143791  0.0003
7 S -3.205843 -3.181901 -0.459767  0.0006
8 C -2.698486 0.715691 0.127421  -0.0020
9 C -3.782985 1.513519 0.135543  0.0006
10 S -3.318350 3.145547 0.438867  0.0008
11 C -1.670020 2.644247 0.530814  -0.0006
12 N -1.480961 1.360930 0.346870  -0.0002
13 N -0.675082 3.528508 0.756876  -0.0002
14 H 0.368607 -3.072000 -0.908088  0.0037
15 H -0.702413 -4.404268 -1.031383  -0.0010
16 H -4.776660 -1.345496 -0.009851  -0.0004
17 H -4.814408 1.252176 -0.028362  -0.0007
18 H -0.878865 4.478971 1.006144  -0.0007
19 H 0.259535 3.193902 0.913937  0.0104
20 C 2.530251 -1.415953 3.349362  0.0064
21 Si 3.298539 -1.770519 1.685573  0.0008
22 C 5.158356 -1.775258 1.804545  0.0378
23 C 2.706625 -3.438187 1.082460  0.0074
24 Ge 2.672131 -0.040305 0.147319  0.8148
25 Si 3.315876 2.141440 0.893171  -0.0604
26 C 5.161086 2.212061 1.135936  0.0316
27 C 2.821590 3.418729 -0.393091  0.0045
28 C 2.446824 2.503366 2.512446  0.0172
29 Si 3.222963 -0.447990 -2.149631  -0.0038
30 C 2.403420 -2.029121 -2.719956  0.0137
31 C 5.078561 -0.604680 -2.233245  0.0331
32 C 2.633653 0.970602 -3.206567  0.0006
33 H 2.721168 -2.243252 4.038314  -0.0006
34 H 1.447715 -1.296779 3.264766  0.0016
35 H 2.934079 -0.507937 3.800070  0.0027
36 H 5.463424 -2.582459 2.476611  0.0047
37 H 5.546226 -0.838114 2.205898  -0.0037
38 H 5.628957 -1.947940 0.835102  -0.0060
39 H 3.222015 -4.225162 1.640164  -0.0003
40 H 2.909714 -3.601959 0.022427  0.0019
41 H 1.635944 -3.559952 1.261139  -0.0006
42 H 5.698375 2.022398 0.205069  0.0001
43 H 5.505990 1.492440 1.879436  -0.0012
44 H 5.432479 3.212730 1.484581  0.0042
45 H 3.622032 3.544932 -1.125378  0.0011
46 H 2.662001 4.392487 0.079811  0.0015
47 H 1.922553 3.153802 -0.953249  -0.0033
48 H 2.821716 1.855097 3.306755  0.0038
49 H 1.366751 2.340801 2.453353  -0.0069
50 H 2.617204 3.538403 2.820785  -0.0009
51 H 2.749442 -2.894290 -2.150959  0.0023
52 H 2.629134 -2.214381 -3.773413  0.0002
53 H 1.315614 -1.962650 -2.625483  -0.0048
54 H 5.441803 -1.438253 -1.629612  -0.0061
55 H 5.574008 0.304649 -1.887920  -0.0024
56 H 5.381008 -0.780965 -3.269464  0.0060
57 H 1.555469 1.119449 -3.111929  0.0040
58 H 2.849880 0.764604 -4.258359  -0.0005
59 H 3.127245 1.906598 -2.940752  0.0029

Atoms 1-6, force components in eV/Å:
Li -0.22 0.01 -0.02
N -0.02 -0.01 0.07
C 0.07 0.00 -0.03
N 0.03 0.15 0.02
C 0.14 0.15 0.00
C -0.08 -0.05 0.00

Computed properties:
Charge: +1
Spin multiplicity: 2
Molar mass, g mol⁻¹: 497.4
Lowest unoccupied orbital energy (spin up / spin down), eV: -2.083 / -4.404
HOMO energy (spin up / spin down), eV: -10.606 / -10.810
Energy, eV: -124074.610

Which of these has the lowest charge? C15H33GeLiN4S2Si3